1.
Here is C52H73N6OP2ScSi as an isolated structure from the Open Molecules 2025 dataset. Energies are from ωB97M-V/def2-TZVPD.

Results
Kohn-Sham gap in Ha: 0.2581
Strongest force on any atom in eV Å⁻¹: 0.5
Net charge: +2
Highest occupied orbital energy in eV: -12.1
E_LUMO in eV: -5.0

XYZ file:
```
136
Properties=species:S:1:pos:R:3:forces:R:3
Sc 0.3212 0.4393 0.2267 0.2715 0.0804 -0.3518
C 0.6150 -3.4908 -1.9885 0.0052 0.0420 0.0129
C 0.6889 -2.0304 -2.3349 -0.0435 -0.0648 0.0136
C 1.7848 -1.5210 -3.0254 0.0422 0.0317 -0.0371
C 1.8121 -0.2041 -3.4700 0.0120 -0.0633 -0.0009
C 0.7344 0.6346 -3.2382 -0.0976 -0.0461 -0.0687
C -0.3817 0.1394 -2.5652 0.1778 0.0369 0.0219
C -0.3922 -1.1720 -2.0845 0.0351 -0.0243 -0.0279
H 0.2853 -4.0541 -2.8642 -0.0173 0.0173 -0.0042
H -0.0953 -3.6814 -1.1845 0.0113 0.0237 -0.0418
H 1.5903 -3.8814 -1.7022 0.0272 0.0139 -0.0352
H 2.6220 -2.1771 -3.2373 -0.0145 0.0129 0.0127
H 2.6747 0.1607 -4.0148 -0.0173 -0.0109 0.0038
H 0.7388 1.6506 -3.6121 -0.0099 -0.0083 0.0051
H -1.2692 0.7540 -2.4833 0.0509 0.0854 0.0623
H -1.2806 -1.5718 -1.6019 0.0179 -0.0329 -0.0264
C 1.7697 -3.2782 1.3688 0.2881 -0.1996 -0.0791
Si 0.4705 -1.9392 1.4335 -0.1248 0.3663 0.3450
C 0.4222 -1.5350 3.2989 0.0052 -0.2677 0.2020
C 0.1337 -2.5870 4.1859 -0.0073 0.0631 -0.0205
C 0.1080 -2.4072 5.5578 0.0092 0.0600 0.0014
C 0.3911 -1.1537 6.0965 0.0086 -0.0498 -0.0524
C 0.6768 -0.1009 5.2477 -0.0030 -0.0247 0.0193
C 0.6839 -0.2834 3.8576 0.0020 0.1478 0.1612
P 0.9273 1.1831 2.8078 -0.2728 -0.2535 -0.2528
C 2.6226 1.7281 3.2019 0.2161 0.0764 -0.0827
C 3.6227 0.5603 3.0467 0.0068 0.0636 0.0000
C 5.0497 1.0769 2.7969 -0.0095 0.0335 -0.0264
C 5.2852 2.4043 3.5154 -0.0493 0.0138 0.0359
C 4.3700 3.5136 2.9568 -0.0082 -0.0922 0.0170
C 3.0771 2.9304 2.3666 0.0028 -0.0353 0.0063
C -0.2281 2.4406 3.5471 -0.0473 0.1949 0.1020
C -0.9536 3.2865 2.4920 0.1626 0.1373 0.0883
C -2.0171 4.1879 3.1190 0.0235 -0.0540 0.0791
C -1.4101 5.0909 4.1903 0.0415 -0.0238 -0.0358
C -0.6737 4.2595 5.2372 -0.0311 -0.0666 -0.0246
C 0.3974 3.3731 4.5967 -0.0888 0.0912 -0.0160
C -1.2003 -2.7846 1.1612 -0.2021 -0.1870 -0.0182
C -1.2842 -4.1833 1.1894 -0.1125 0.0425 0.0310
C -2.5056 -4.8431 1.1794 0.0405 0.0395 0.0049
C -3.6842 -4.1089 1.1609 0.0306 0.0182 -0.0010
C -3.6282 -2.7248 1.1129 0.0107 0.0016 -0.0574
C -2.3990 -2.0533 1.0733 -0.1524 -0.1153 0.1203
P -2.3409 -0.2272 1.0142 0.2347 -0.2070 -0.0266
C -3.2586 0.3829 2.4996 -0.0364 0.0218 0.1576
C -4.7908 0.3878 2.3949 -0.0375 -0.0143 0.1803
C -5.3932 1.0710 3.6271 0.0327 0.0156 -0.0428
C -4.9629 0.3788 4.9160 0.0061 -0.0790 -0.0407
C -3.4418 0.3110 5.0142 0.0048 0.0523 -0.0402
C -2.8328 -0.3564 3.7803 -0.2485 -0.0244 -0.0602
C -3.3046 0.3371 -0.4640 -0.2305 0.0830 -0.0308
C -3.5387 1.8701 -0.3645 -0.1088 -0.0797 -0.0369
C -4.7121 2.3218 -1.2456 0.0163 -0.0422 0.0079
C -4.7052 1.5698 -2.5716 0.0591 -0.0502 0.0318
C -4.9410 0.0627 -2.3382 0.0286 0.0152 0.0100
C -4.5820 -0.3855 -0.9102 -0.0626 0.1380 -0.0483
H 1.6040 -3.9675 2.2012 0.0622 -0.0139 -0.0411
H 2.7784 -2.8719 1.4829 -0.0318 -0.0738 0.0569
H 1.7602 -3.8550 0.4445 0.0468 0.0089 0.0306
H -0.0963 -3.5723 3.7898 0.0182 0.0553 0.0041
H -0.1274 -3.2386 6.2118 0.0099 0.0350 -0.0301
H 0.3872 -1.0015 7.1690 -0.0064 -0.0141 -0.0423
H 0.8853 0.8717 5.6782 -0.0036 -0.0763 -0.0287
H 2.5990 2.0338 4.2499 0.0432 -0.0114 0.0707
H 3.3158 -0.0966 2.2258 -0.0131 -0.0134 -0.0075
H 3.5941 -0.0600 3.9438 -0.0032 0.0366 0.0240
H 5.2171 1.2171 1.7225 -0.0207 0.0049 0.0011
H 5.7713 0.3275 3.1249 -0.0063 0.0081 -0.0103
H 6.3291 2.7066 3.4337 0.0018 -0.0106 0.0047
H 5.0947 2.2626 4.5838 -0.0062 0.0062 -0.0361
H 4.8949 4.0866 2.1891 -0.0181 -0.0203 -0.0119
H 4.1200 4.2201 3.7513 0.0152 -0.0037 0.0021
H 3.2593 2.5847 1.3466 -0.0022 0.0229 -0.0124
H 2.3040 3.7018 2.2989 0.0199 -0.0287 0.0077
H -0.9817 1.8237 4.0492 -0.0208 -0.0392 0.0370
H -1.4041 2.6447 1.7368 -0.0506 -0.0905 -0.1002
H -0.2136 3.9128 1.9768 -0.0307 -0.0088 0.0005
H -2.7928 3.5612 3.5783 0.0170 0.0189 -0.0204
H -2.5131 4.7811 2.3441 0.0360 -0.0165 0.0202
H -2.1837 5.6990 4.6606 -0.0006 -0.0051 0.0033
H -0.7030 5.7850 3.7200 -0.0235 -0.0092 0.0111
H -1.3931 3.6210 5.7639 0.0211 0.0273 0.0010
H -0.2169 4.9038 5.9898 -0.0012 0.0067 -0.0204
H 0.9199 2.8176 5.3746 -0.0222 0.0073 0.0048
H 1.1443 4.0112 4.1116 -0.0062 -0.0063 0.0346
H -0.3739 -4.7725 1.2415 -0.0638 0.0300 -0.0075
H -2.5386 -5.9261 1.2080 -0.0018 0.0545 -0.0084
H -4.6440 -4.6108 1.1802 0.0441 0.0239 0.0048
H -4.5573 -2.1706 1.0997 0.0574 -0.0397 -0.0106
H -2.9341 1.4253 2.6046 -0.0206 0.0081 0.0042
H -5.1615 -0.6411 2.3471 0.0288 0.0453 0.0145
H -5.1341 0.8931 1.4943 0.0050 0.0399 0.0207
H -6.4812 1.0859 3.5419 0.0052 -0.0067 0.0079
H -5.0647 2.1181 3.6486 -0.0186 -0.0168 -0.0043
H -5.3655 -0.6406 4.9246 0.0004 0.0286 0.0146
H -5.3856 0.8896 5.7822 0.0210 0.0096 -0.0014
H -3.1356 -0.2314 5.9104 0.0009 -0.0046 -0.0058
H -3.0412 1.3301 5.1109 -0.0034 -0.0359 0.0039
H -3.1808 -1.3936 3.7208 0.0098 0.0137 -0.0116
H -1.7536 -0.4030 3.8694 0.1329 0.0152 0.0108
H -2.6013 0.1718 -1.2796 0.0249 -0.0349 -0.0722
H -2.6191 2.3747 -0.6661 0.0781 0.0063 -0.0627
H -3.7201 2.1778 0.6650 -0.0023 0.0411 0.0373
H -4.6752 3.4037 -1.3980 0.0142 0.0149 0.0018
H -5.6572 2.1386 -0.7278 0.0086 -0.0209 0.0039
H -3.7377 1.7275 -3.0675 -0.0236 -0.0067 0.0324
H -5.4582 1.9704 -3.2495 -0.0011 -0.0022 -0.0006
H -4.3470 -0.5167 -3.0491 -0.0140 0.0149 -0.0161
H -5.9837 -0.1872 -2.5380 0.0012 0.0038 0.0263
H -4.4440 -1.4625 -0.9091 0.0445 -0.0511 -0.0104
H -5.4023 -0.1706 -0.2234 0.0105 -0.0443 -0.0589
N -2.3242 5.1457 -1.6799 -0.0410 -0.0266 -0.0255
C -1.2023 5.6624 -1.1713 -0.0694 -0.1279 -0.1041
N -1.0525 6.9812 -1.1240 0.0414 0.0228 0.0291
N -0.2031 4.9206 -0.7044 0.1779 0.1935 0.0591
C -0.1898 3.6466 -0.6399 -0.0103 -0.0798 0.0843
N -0.0577 2.4939 -0.5030 -0.0740 0.2240 -0.0796
H -3.0645 5.7251 -2.0377 0.0031 0.0118 0.0011
H -2.4426 4.1480 -1.7341 -0.0412 0.0113 0.0049
H -1.7408 7.6187 -1.4844 -0.0046 -0.0029 0.0114
H -0.1997 7.3518 -0.7395 -0.0028 0.0075 -0.0097
N 6.7075 -1.7826 -0.7435 -0.1352 0.0363 -0.0422
C 5.3603 -1.8005 -0.6538 0.1139 -0.0060 -0.0178
O 4.7171 -2.8118 -0.4544 -0.0333 0.0093 -0.0286
C 4.6340 -0.4840 -0.8100 0.1261 -0.0302 -0.0068
C 5.1528 0.6820 -1.3477 0.0964 0.0256 -0.0709
C 4.3399 1.8040 -1.4590 0.1075 0.0085 -0.0841
C 3.0388 1.7235 -1.0218 0.0107 -0.1414 0.1189
N 2.5313 0.6012 -0.4837 -0.4330 -0.0353 0.1027
C 3.3113 -0.4793 -0.3981 -0.0406 0.1184 -0.1096
H 7.1966 -2.6580 -0.6487 -0.0021 0.0010 0.0094
H 7.2453 -0.9434 -0.8531 0.0054 0.0064 0.0320
H 6.1719 0.7308 -1.7126 -0.0092 -0.0031 0.0265
H 4.7067 2.7260 -1.8895 0.0195 -0.0444 0.0143
H 2.3711 2.5700 -1.0963 -0.0207 0.0043 0.0125
H 2.8764 -1.3921 -0.0151 0.0053 0.0322 0.0609
```
Positions in Å, forces in eV/Å.

---

2.
Here is C2H5O3Sr as an isolated structure in a non-equilibrium geometry from the Open Molecules 2025 dataset. Energies are from ωB97M-V/def2-TZVPD.

Results
Kohn-Sham gap in Ha: 0.2984
Strongest force on any atom in eV Å⁻¹: 2.0
Net charge: +1
Highest occupied orbital energy in eV: -13.2
E_LUMO in eV: -5.1

XYZ file:
```
11
Properties=species:S:1:pos:R:3:forces:R:3
H -0.3956 0.3344 -1.5335 0.6668 -0.4219 -0.8880
O 0.9668 1.5361 -0.7470 0.7739 -0.8434 0.0672
O -0.0700 2.4979 -0.8223 -0.3399 -0.0777 -0.3269
C 0.6758 0.3756 -1.2945 -0.6851 0.2839 0.8889
H 1.5525 -0.0382 -1.8009 -0.6031 -0.5013 0.1797
Sr -1.0832 1.9218 1.0589 -0.4985 -0.2202 1.0977
O -1.0304 -0.3292 1.5567 0.5696 -0.3460 -1.0849
C -0.4113 -1.4004 1.1087 0.1444 1.3208 1.5368
H -1.0512 -2.2956 1.0102 0.2923 0.3802 -1.1705
H 0.3414 -0.9559 -0.2125 -0.3708 0.3109 0.3879
H 0.5053 -1.6466 1.6762 0.0504 0.1146 -0.6879
```
Positions in Å, forces in eV/Å.

---

3.
Here is a 6-piece molecular cluster, C5H22NO6S overall in a non-equilibrium geometry from the Open Molecules 2025 dataset. Energies are from ωB97M-V/def2-TZVPD.

Results
Kohn-Sham gap in Ha: 0.2957
Strongest force on any atom in eV Å⁻¹: 5.5
Net charge: -1
Highest occupied orbital energy in eV: -5.1
E_LUMO in eV: 3.0

XYZ file:
```
35
Properties=species:S:1:pos:R:3:forces:R:3
C -1.6552 0.4029 0.0636 0.4418 -0.1218 0.0248
O -1.4343 -0.8419 -0.4734 -1.1540 -1.1839 -0.2983
C -0.2384 1.0428 0.0516 1.7599 0.0366 1.2009
C -0.1310 2.0777 1.2738 -0.6713 -2.3949 -0.7976
C 1.2169 2.0777 1.8785 0.9875 -0.7372 2.2202
S 2.5694 2.8841 0.8446 -0.7127 1.2128 1.9259
C 2.9672 2.1198 -0.7083 -0.6552 -2.4332 -0.3686
N 0.9097 -0.0120 0.1385 -0.9130 0.0784 -1.5750
H -2.3075 1.0828 -0.5615 0.1752 -0.6525 0.3469
H -2.2205 0.3469 1.0973 1.3868 0.3051 -1.3099
H 0.0691 1.4913 -0.9234 -0.9468 0.2427 0.5975
H -0.3616 3.0821 0.9851 -0.5761 0.5459 -0.3116
H -0.8641 1.6732 2.0401 0.7316 0.7761 -0.7271
H 1.4667 1.0740 2.3317 0.1433 0.7200 -1.3055
H 1.1143 2.6067 2.8930 0.7507 0.3911 -1.6504
H 4.0586 1.9986 -0.6069 -0.4158 0.2155 -0.8324
H 2.5243 1.0757 -0.6469 0.6416 1.1137 -0.1450
H 2.5787 2.5692 -1.6619 0.5691 0.0607 1.1220
H 0.9729 -0.5593 -0.8117 -0.6871 1.4774 2.4343
H 0.6376 -0.7107 0.8232 0.1711 0.2770 -0.3430
H 1.4925 -2.5926 -2.1719 0.3773 0.1262 0.5835
H 0.5890 -2.7998 -3.3379 2.4634 1.1731 0.2246
O 1.5218 -2.4186 -3.1136 -2.8845 -1.2831 -0.7036
H -0.5506 -3.3369 1.3602 -1.7623 -0.9421 0.7198
H -0.6318 -1.9886 0.1874 -0.3749 -0.8235 1.4647
O -0.1048 -2.7457 0.8070 1.4849 2.2273 -2.6554
H 0.5198 -1.7718 2.1732 -0.1091 -0.4607 -0.9696
H 0.1897 -2.1321 3.5897 0.4984 1.9154 -0.9787
O 0.4393 -1.3330 3.0199 -0.3951 -1.4254 2.5147
H -2.0479 0.1952 -3.6859 -0.6735 1.9863 0.8076
H -1.5081 0.8451 -2.4170 -2.4068 0.9635 -2.2183
O -2.1869 1.0813 -3.2043 3.0480 -3.0633 1.4249
H -3.0901 -2.8198 -0.5490 2.6174 -4.7671 -0.8214
H -2.8549 -1.5276 -0.2106 -0.9336 0.2465 -0.9412
O -3.6496 -2.1367 -0.4740 -1.9763 4.1974 1.3402
```
Positions in Å, forces in eV/Å.

---

4.
Here is C26H32BrCrO4 as an isolated structure in a non-equilibrium geometry from the Open Molecules 2025 dataset. Energies are from ωB97M-V/def2-TZVPD.

Results
Spin multiplicity: 4
Kohn-Sham gap (alpha / beta) in Ha: 0.2576 / 0.3240
Strongest force on any atom in eV Å⁻¹: 2.1
Net charge: 0
Highest occupied orbital energy (alpha / beta) in eV: -7.1 / -8.3
E_LUMO (alpha / beta) in eV: -0.1 / 0.6

XYZ file:
```
64
Properties=species:S:1:pos:R:3:forces:R:3
O -0.7010 -0.3912 -0.6634 0.1103 0.6334 -0.2402
C -0.6255 0.9279 -1.2573 0.1156 0.2706 0.1227
C -1.6649 0.6038 -2.3268 0.1571 -0.0803 0.2964
H 0.3692 1.1308 -1.6643 -0.0358 0.0612 0.2499
H -0.9357 1.6903 -0.5446 0.2663 0.1136 0.0685
C -1.5860 -0.8247 -1.7302 -0.2227 0.0860 -0.5261
H -1.2926 0.7387 -3.3485 -0.3346 -0.1015 0.1974
H -2.6295 1.1005 -2.1579 0.2575 -0.1572 -0.2375
C -0.8695 -1.7893 -2.6405 -0.0344 -0.2294 -0.0863
H 0.1427 -1.4271 -2.8467 -0.1507 -0.0723 -0.0470
H -1.4237 -1.8706 -3.5838 0.1527 -0.1137 0.1391
H -0.8127 -2.7707 -2.1615 0.1058 0.0177 -0.2305
C -2.8818 -1.3738 -1.1971 -0.1601 -0.1696 -0.0306
H -3.4315 -0.6020 -0.6508 0.0053 -0.1771 -0.0926
H -2.6883 -2.2139 -0.5200 -0.1080 0.1329 -0.1525
H -3.4829 -1.7206 -2.0480 -0.0218 0.0393 0.2507
Cr 0.0373 -0.9916 1.9402 1.2596 0.8862 -0.1529
C -1.5298 -0.9097 3.4383 0.0600 1.3535 -0.2433
C -0.7559 0.3262 3.5124 -1.6603 -0.2887 -0.4284
C -1.0700 1.0969 2.3405 -0.9586 -0.8594 0.7475
H -0.1229 0.6568 4.3353 -0.1185 -0.3213 -0.6119
C -2.1441 0.4398 1.6544 0.4394 -0.8287 1.1712
C -2.3535 -0.8299 2.2602 -0.4756 1.1758 0.2737
H -3.1467 -1.5274 1.9992 0.3970 0.0753 -0.0258
H -1.5560 -1.7156 4.1686 -0.0390 0.3772 -0.3415
H -0.7036 2.0898 2.1180 0.1484 -0.1778 0.0148
H -2.7818 0.9064 0.9154 0.4200 -0.3020 -0.3830
C 1.0929 -2.8336 2.5520 0.3185 -0.1183 -0.6158
C -0.1780 -3.2549 2.0146 0.2168 -0.4421 -0.7989
C -0.1485 -3.0604 0.5969 0.2676 -0.5623 0.5993
H -1.0019 -3.7284 2.5595 0.4810 0.3044 -0.1807
C 1.1083 -2.4818 0.2608 0.0645 -0.3667 0.7428
C 1.8804 -2.3567 1.4489 -0.3196 -0.9499 -0.3512
H 2.9048 -1.9714 1.4626 -0.6424 -0.0904 0.2255
H 1.4077 -2.8844 3.6059 -0.2286 -0.0500 -1.1816
H -0.8664 -3.4566 -0.1244 0.0863 0.4837 0.4762
H 1.4761 -2.2887 -0.7452 -0.2517 0.2143 0.3607
O -0.5685 2.2819 -5.3930 -0.4387 0.5281 -1.1683
C -1.7115 1.8054 -6.1432 -0.4496 -0.1795 0.3822
C -1.7318 2.4912 -7.5121 0.8196 0.2918 0.1463
H -2.6392 2.0546 -5.5892 0.4146 -0.0450 -0.1011
H -1.6637 0.7096 -6.2139 0.1084 0.2579 0.0150
C -1.0110 3.8334 -7.1999 -0.6482 -0.4846 0.4330
H -2.7444 2.6337 -7.8928 0.1204 -0.0916 0.0068
H -1.1352 1.9205 -8.2439 -0.2955 0.1583 0.2283
C -0.0052 3.3952 -6.1286 0.5267 0.0342 -0.1371
H -1.7412 4.5469 -6.7759 0.3493 -0.2135 -0.2171
H -0.5364 4.2730 -8.0807 -0.0470 -0.0116 0.2042
H 0.2485 4.2008 -5.4281 -0.1292 -0.2457 -0.0542
H 0.9351 3.0798 -6.6241 -0.3426 -0.0340 0.2968
Br 0.6783 -1.6005 5.4609 0.3017 0.2649 0.7979
C 2.3233 -0.6522 5.5589 0.9507 0.3362 -0.0226
C 2.9363 -0.7797 6.8040 0.6497 0.2000 0.0353
C 4.1966 -0.2037 7.0220 -0.0560 0.0907 -0.1618
C 4.8630 0.5206 6.0169 -0.4667 -0.3976 0.1966
C 4.2361 0.6475 4.7920 0.2432 -0.2042 1.0597
C 2.9794 0.0860 4.5526 -0.2324 -0.0527 -0.1046
C 2.5843 0.4983 3.1430 0.8048 0.8704 -0.3188
O 3.3216 1.3694 2.6510 -1.7868 -0.8350 -0.7950
O 1.5996 -0.0617 2.5754 -0.2326 0.1890 -0.4028
H 2.4287 -1.3519 7.5888 0.3458 0.3120 -0.2998
H 4.6528 -0.3373 7.9944 0.0320 0.0464 0.0253
H 5.8385 0.9918 6.1451 -0.2669 -0.2896 0.2980
H 4.6311 1.2144 3.9477 0.1582 -0.2617 0.6795
```
Positions in Å, forces in eV/Å.

---

How do the records compare in ΔE to the lowest compared entry with this formula, charge and spin? In the order shown, they have 0.00, 161.07, 287.64, 77.35 kJ/mol.